1.
112
Properties=species:S:1:pos:R:3:forces:R:3 method="wB97M-V/def2-TZVPD" total_energy_ev=-116475.5688 lumo_energy_ev=-1.130 de_lowest_kj_mol=0.0 spin_multiplicity=1
K -0.48530 1.17308 4.40453 0.166 0.161 -0.338
C 0.57350 -1.64215 1.89231 -1.081 0.743 -0.911
F -0.31545 -2.23996 2.66706 -0.094 0.052 0.734
F 1.45661 -0.97360 2.62542 0.400 0.001 0.503
F 1.16529 -2.56415 1.17005 0.504 0.030 -0.097
S -0.34577 -0.46744 0.72033 -0.779 -0.561 -0.423
O 0.49954 -0.42559 -0.44283 0.004 0.430 0.632
O -1.65292 -1.07924 0.55855 1.093 0.672 0.574
N -0.41653 0.97160 1.62495 0.160 -2.369 -1.326
S -1.17703 2.05053 0.75166 -0.791 2.764 -0.933
O -1.54971 1.73724 -0.61197 0.489 -0.349 1.314
O -2.16788 2.73014 1.56478 0.591 -0.379 0.141
C 0.17633 3.37238 0.50287 0.085 -1.053 0.243
F -0.26576 4.51554 -0.00577 0.013 -0.349 0.131
F 0.75262 3.62978 1.70038 -0.100 0.099 -0.211
F 1.11100 2.86653 -0.31126 -0.196 0.254 0.249
C 2.73960 1.16062 6.39085 0.713 1.700 0.671
O 2.17090 1.88534 5.30336 -0.297 -1.283 -0.160
C 3.07224 2.14532 4.22174 -0.501 0.946 -0.040
C 3.94287 3.37394 4.50455 0.050 -0.534 -0.484
O 4.55069 3.64034 3.26747 0.040 -0.277 -0.404
C 5.88059 4.13542 3.20736 -0.596 -0.067 1.095
H 3.22815 0.21861 6.14790 -0.328 -0.146 -0.291
H 2.01449 1.09334 7.20089 -0.348 -0.463 -0.348
H 3.48680 1.83098 6.83529 0.324 -0.356 0.008
H 2.40766 2.38654 3.39044 0.219 0.023 -0.178
H 3.71448 1.32190 3.90213 -0.183 -0.331 0.400
H 4.68384 3.11519 5.26844 0.033 0.301 0.097
H 3.30237 4.20392 4.81530 0.132 0.061 0.238
H 6.43790 3.85892 4.11073 0.021 -0.115 -0.054
H 5.82813 5.22597 3.19778 0.386 0.009 -0.467
H 6.35431 3.66064 2.35411 0.063 0.417 -0.201
C -1.75754 0.93908 -3.71700 0.950 -0.525 0.498
O -3.04364 1.43992 -3.94991 0.104 -0.614 -0.024
C -3.47766 2.37660 -3.00217 -0.904 1.710 -0.599
C -4.84251 2.83296 -3.48527 -0.408 0.674 -0.452
O -4.79234 3.55450 -4.73110 -0.078 -0.194 -0.027
C -5.89044 3.24707 -5.56475 0.869 -0.569 -0.854
H -1.50998 0.03357 -4.27966 -0.802 0.043 -0.356
H -1.63605 0.63987 -2.67284 0.112 0.261 0.032
H -0.95288 1.62713 -4.00648 -0.207 0.404 0.256
H -2.84154 3.27184 -2.97244 0.348 -0.196 -0.037
H -3.61415 2.05840 -1.96514 0.329 -0.634 -0.104
H -5.34045 3.58235 -2.86740 0.203 -0.683 0.944
H -5.44263 1.91977 -3.57371 -0.200 0.141 -0.163
H -6.84723 3.08970 -5.06417 0.084 0.040 0.303
H -5.58970 2.34988 -6.12162 -0.550 -0.264 0.061
H -6.02572 4.00419 -6.33840 0.138 0.358 0.316
C 1.75922 -8.93952 5.27729 0.482 -1.463 0.090
O 1.06528 -7.85934 4.76175 -0.666 1.177 0.888
C 1.19718 -7.55649 3.40719 0.507 -1.365 -1.689
C 0.12168 -6.61275 2.89851 -0.064 0.340 0.882
O 0.33034 -5.23870 3.17912 0.104 0.309 -0.104
C 0.81504 -4.90802 4.44811 0.922 -0.205 0.435
H 1.51400 -9.16780 6.31752 -0.214 0.931 0.107
H 2.84553 -8.82632 5.22672 0.057 0.066 -0.178
H 1.47413 -9.90341 4.82777 0.147 0.238 -0.664
H 1.13128 -8.50543 2.84849 -0.538 0.014 -0.103
H 2.19011 -7.24234 3.05119 0.179 0.546 0.784
H -0.82769 -6.92575 3.35034 -0.065 -0.064 -0.123
H 0.04094 -6.59088 1.81564 0.084 -0.655 -0.020
H 1.87269 -5.17680 4.58340 0.015 -0.202 -0.245
H 0.31248 -5.41811 5.27481 -0.427 0.253 -0.094
H 0.81580 -3.82415 4.53552 -0.476 0.062 0.088
C -0.57655 -4.91811 -0.53870 -0.697 -0.723 1.234
O 0.03749 -5.10817 -1.77983 -0.086 0.466 0.290
C 0.76328 -3.96179 -2.21354 0.500 -1.830 -1.872
C 1.12569 -4.23834 -3.70137 -0.478 -0.508 -0.333
O 0.10379 -4.83395 -4.50106 -0.383 0.666 0.434
C -1.10968 -4.14369 -4.37566 -1.279 0.465 -0.519
H -0.03849 -4.29807 0.17964 0.095 0.462 -0.440
H -0.66479 -5.85199 0.02936 0.269 -0.383 -0.604
H -1.62747 -4.61850 -0.60896 0.135 0.595 -0.280
H 1.74303 -4.04347 -1.74035 -0.042 1.050 0.548
H 0.22431 -3.01843 -2.17091 -0.027 0.060 0.689
H 1.90955 -4.99032 -3.78523 0.308 0.302 0.254
H 1.41662 -3.30069 -4.18733 0.296 0.068 0.175
H -1.61318 -4.30172 -3.42073 0.214 -0.120 0.172
H -1.82609 -4.43280 -5.14967 0.328 -0.641 -0.035
H -1.08696 -3.05850 -4.55235 0.765 0.095 0.235
C 5.75804 2.30954 -5.34593 0.530 -0.169 0.440
O 5.21339 1.46965 -4.34355 -0.735 0.076 -0.720
C 3.96144 1.91416 -3.84465 0.285 -0.160 -0.341
C 3.28638 0.73310 -3.17617 -0.458 -0.347 -0.005
O 4.20306 -0.03591 -2.42520 0.126 0.159 0.270
C 3.51760 -1.11625 -1.85259 -0.902 -0.636 -0.143
H 6.47060 1.68374 -5.88064 0.374 0.247 0.171
H 6.22428 3.15396 -4.83167 0.338 0.131 -0.338
H 5.11076 2.71798 -6.13037 -0.689 -0.257 0.387
H 3.33671 2.22314 -4.68952 -0.181 0.039 0.045
H 4.09661 2.80251 -3.22036 0.018 -0.135 0.362
H 2.79541 0.10929 -3.93522 0.484 -0.221 -0.347
H 2.41010 0.99240 -2.56886 0.246 0.601 0.314
H 4.11125 -1.80888 -1.25562 0.653 0.536 -0.062
H 3.08358 -1.74310 -2.64657 -0.089 0.051 -0.042
H 2.68573 -0.77781 -1.22780 0.014 0.051 0.016
C -2.91466 6.11155 0.06206 -0.205 -1.000 -0.476
O -4.31336 5.99744 -0.09793 -0.096 0.285 -0.081
C -4.94804 5.29106 0.93215 0.478 -1.719 0.500
C -6.24242 4.75018 0.38258 -0.903 2.007 -0.786
O -6.04144 3.73410 -0.55593 -0.337 -0.863 -0.504
C -6.01229 2.41424 -0.01659 0.145 1.327 1.744
H -2.43208 5.13726 -0.05801 -0.278 -0.220 0.597
H -2.71167 6.52537 1.05039 0.531 0.331 -0.177
H -2.50488 6.61941 -0.81050 -0.225 0.837 0.396
H -5.01161 5.81729 1.88973 -0.378 0.626 -0.188
H -4.39416 4.38245 1.22063 0.516 0.134 -0.241
H -6.67123 5.58510 -0.19079 0.179 -0.072 -0.252
H -7.06486 4.61859 1.09531 0.434 -0.897 0.439
H -6.85119 2.34101 0.68773 -0.253 -0.467 -0.322
H -5.13487 2.35525 0.64021 0.220 -0.520 -0.311
H -6.02383 1.62801 -0.76036 0.015 0.255 -0.308

=====

2.
106
Properties=species:S:1:pos:R:3:forces:R:3 method="wB97M-V/def2-TZVPD" total_energy_ev=-126113.5998 lumo_energy_ev=-5.223 spin_multiplicity=1 total_charge=+1
C -1.28944 -0.07429 2.04465 -0.137 -0.030 -1.134
C -2.03167 -1.37646 2.70927 -0.652 1.036 -1.671
N -1.51348 -1.78673 4.06998 -2.707 3.170 1.825
C -0.01415 -1.63557 4.20175 2.632 -0.805 1.747
C 0.57021 -2.74725 5.30632 0.272 -0.777 0.695
C 1.75224 -3.68487 4.62227 3.810 2.857 -2.833
O 2.74643 -3.00042 3.99531 -6.131 -4.146 4.037
N 1.75254 -5.20635 4.62526 0.415 2.936 -2.828
C 2.63664 -5.57116 3.41589 1.800 -1.427 -3.306
C 4.26909 -5.83378 3.60360 -2.397 -0.166 -3.683
C 5.17162 -6.17563 2.27389 -4.973 0.894 0.222
C 4.38345 -6.25133 0.82583 -1.570 0.698 2.243
C 2.76709 -6.00466 0.60834 1.541 0.110 4.883
C 1.86744 -5.66657 1.95514 4.378 -0.629 0.408
C -2.27478 -1.14628 5.20947 0.932 -0.668 -0.042
N -2.97644 0.19371 5.18772 1.120 -2.574 1.647
N -2.38933 -1.88179 6.39465 0.259 0.126 -1.586
H -0.15015 -0.27432 1.76529 -2.556 0.483 0.792
H -1.82654 0.11295 0.99563 1.130 -0.378 2.340
H -1.38291 0.91977 2.65528 0.220 -2.043 -1.045
H -3.19328 -1.16219 2.81391 2.509 -0.443 -0.185
H -1.90960 -2.26654 1.93520 -0.147 1.601 1.945
H 0.56371 -1.82721 3.17562 -1.734 0.478 2.265
H 0.31639 -0.57915 4.64786 -0.923 -2.184 -1.434
H 1.05335 -2.18458 6.24183 -0.841 -1.260 -2.238
H -0.30028 -3.40864 5.77066 1.837 1.300 -1.248
H 0.78036 -5.59226 4.44153 1.513 0.736 0.539
H 4.68069 -5.75753 4.70061 -0.762 -0.167 -2.549
H 6.33040 -6.34474 2.39992 -2.720 0.348 -0.495
H 5.03623 -6.46301 -0.13193 -1.510 0.440 2.178
H 2.21652 -6.03536 -0.43041 1.500 -0.133 2.356
H 0.69284 -5.48841 1.90968 2.826 -0.418 0.046
H -3.84732 0.04448 5.77987 1.367 0.154 -0.861
H -2.39088 0.86428 5.76534 -0.492 -0.641 -1.321
H -2.08784 -1.50246 7.33561 -1.274 -0.294 -1.606
H -2.74937 -2.87584 6.33722 1.376 1.387 0.081
C 1.41365 3.17352 -0.98059 -0.013 0.052 0.399
S 0.52328 3.67376 0.51249 0.079 -0.027 -0.305
O 0.36629 2.45500 1.37347 -0.148 0.011 -0.132
C -1.06400 3.97033 -0.30360 -0.116 -0.069 0.083
H 2.43437 2.90168 -0.70075 -0.147 0.055 0.120
H 0.92290 2.31173 -1.43837 -0.018 0.187 0.218
H 1.44345 4.00714 -1.68517 -0.089 -0.152 0.110
H -1.40452 3.06032 -0.80218 0.145 -0.003 0.006
H -0.95593 4.77900 -1.02978 0.077 -0.075 0.075
H -1.79436 4.26205 0.45481 0.172 0.031 0.020
C -4.55277 -3.85881 3.23657 0.013 -0.088 -0.056
S -5.44315 -3.35857 4.72965 -0.342 -0.710 -0.001
O -5.60013 -4.57733 5.59063 0.286 0.800 -0.458
C -7.03042 -3.06201 3.91356 -0.069 0.077 0.053
H -3.53205 -4.13065 3.51641 -0.123 0.044 0.052
H -5.04352 -4.72060 2.77879 -0.020 0.064 0.130
H -4.52297 -3.02519 2.53199 -0.052 -0.047 0.064
H -7.37095 -3.97201 3.41498 0.146 0.006 0.104
H -6.92235 -2.25334 3.18739 0.051 -0.035 0.063
H -7.76078 -2.77028 4.67197 0.192 -0.059 -0.024
C 0.30823 0.81055 -4.79545 -0.017 0.105 0.009
S 1.54273 1.78401 -3.90065 0.168 -0.324 -0.538
O 1.03527 3.19388 -3.82284 -0.147 -0.112 -0.451
C 2.80272 1.73113 -5.19796 0.036 0.116 0.107
H -0.59296 0.74450 -4.18099 0.135 0.040 0.024
H 0.06433 1.29514 -5.74349 0.067 -0.017 0.048
H 0.69545 -0.19434 -4.97574 0.060 0.093 0.109
H 2.40769 2.15999 -6.12136 -0.120 -0.015 0.113
H 3.11124 0.69688 -5.36560 -0.060 0.064 0.128
H 3.66480 2.31548 -4.86771 -0.094 -0.094 -0.006
C -3.56573 4.15071 5.01191 0.062 0.124 0.122
S -3.80476 4.13667 3.21888 0.106 0.623 -0.279
O -3.42969 5.49493 2.70336 -0.271 -0.865 0.386
C -5.61146 4.05463 3.26900 -0.082 0.080 0.011
H -2.49614 4.23704 5.21833 -0.112 0.028 -0.165
H -4.08863 5.00229 5.45289 0.028 -0.046 -0.092
H -3.94047 3.21789 5.43811 -0.059 0.012 -0.079
H -6.01023 4.91199 3.81541 0.109 -0.022 -0.041
H -5.92169 3.12459 3.75040 0.069 0.026 -0.031
H -5.98770 4.07266 2.24342 0.176 0.006 0.111
C 3.54302 -3.50299 -0.98662 0.067 0.196 -0.089
S 3.00343 -1.78883 -1.19342 0.154 0.027 -0.483
O 2.86121 -1.53537 -2.66544 0.086 -0.124 0.604
C 4.55916 -1.03461 -0.66027 0.063 0.050 -0.018
H 2.73064 -4.16248 -1.30158 0.105 0.328 -0.003
H 4.42405 -3.69535 -1.60296 -0.052 0.107 -0.023
H 3.77162 -3.69013 0.06455 -0.078 0.133 -0.128
H 5.37838 -1.37644 -1.29641 -0.132 -0.023 -0.025
H 4.75574 -1.29979 0.38088 -0.089 -0.016 -0.054
H 4.46475 0.05063 -0.74423 -0.106 -0.167 -0.033
C 6.93253 3.74497 -8.23489 0.036 -0.124 -0.034
S 6.04216 4.24520 -6.74181 -0.067 -0.337 0.125
O 5.88517 3.02644 -5.88084 -0.031 0.450 -0.464
C 4.45488 4.54177 -7.55790 -0.089 -0.057 0.000
H 7.95325 3.47312 -7.95505 -0.181 0.076 0.076
H 6.44178 2.88318 -8.69268 -0.027 0.058 0.108
H 6.96233 4.57859 -8.93947 -0.026 -0.003 0.101
H 4.11436 3.63177 -8.05648 0.098 0.007 0.053
H 4.56295 5.35044 -8.28408 0.053 -0.044 0.081
H 3.72452 4.83350 -6.79950 0.180 -0.037 -0.012
C -1.94621 3.92259 -5.72579 0.112 0.006 -0.009
S -2.58618 2.36065 -6.37623 0.204 0.156 -0.288
O -1.57749 1.83200 -7.35316 -0.417 0.329 0.345
C -3.93660 3.09243 -7.33240 -0.038 -0.043 -0.126
H -1.06237 3.70944 -5.11961 -0.037 -0.080 -0.045
H -1.66876 4.58536 -6.54849 -0.057 -0.126 -0.022
H -2.70554 4.39695 -5.10078 -0.023 -0.089 -0.044
H -3.53849 3.80527 -8.05767 0.071 -0.079 0.085
H -4.63326 3.59317 -6.65647 0.090 -0.066 0.014
H -4.45977 2.29236 -7.86145 0.141 0.040 0.119